# 1
Molecular formula: C18H13Cl3N4O8ReS2
Method: DFT, wB97M-V/def2-TZVPD

ORCA input file:
```
! RIJCOSX wB97M-V def2-TZVPD def2/J DEFGRID3
* xyz 0 2
Re -0.43213 0.13480 -1.60590
O -1.67283 -0.65287 5.25082
C -2.75316 -0.62062 4.34099
C -2.22162 -0.44970 2.94616
C -3.09160 -0.49624 1.86665
C -2.59555 -0.33907 0.59136
N -1.29568 -0.12959 0.35745
C -0.44548 -0.07242 1.39755
C -0.87356 -0.23649 2.70058
C 0.97885 0.17273 1.04569
C 1.96033 0.38311 1.99122
C 3.25982 0.65151 1.58477
C 4.33156 0.95326 2.60402
O 5.63074 0.62628 2.16043
C 3.53830 0.67459 0.22671
C 2.50949 0.45473 -0.66483
N 1.25460 0.20991 -0.27177
H -2.01560 -0.80692 6.13550
H -3.42748 0.21690 4.55504
H -3.34242 -1.54289 4.37903
H -4.15122 -0.66448 2.00452
H -3.23216 -0.39321 -0.27861
H -0.18555 -0.20640 3.52954
H 1.71728 0.36688 3.04372
H 4.08601 0.46464 3.55272
H 4.33865 2.02916 2.79020
H 5.69553 -0.33023 2.06767
H 4.53575 0.88009 -0.13236
H 2.67111 0.48481 -1.73358
O 0.60216 2.88411 0.70596
Cl 0.20107 3.20232 -0.63138
O -0.58196 4.38103 -0.69563
O -0.76974 2.08148 -1.09585
O 1.30820 3.18878 -1.52725
S 0.65671 0.62476 -3.57005
C -0.54624 0.92131 -4.73430
C -0.13438 1.34937 -6.04285
N 0.20190 1.68215 -7.08943
C -1.87083 0.72440 -4.43286
S -2.33936 0.16118 -2.89874
C -2.89687 0.95105 -5.41337
N -3.72368 1.14245 -6.18730
Cl -0.79920 -4.39262 -3.64306
C -0.42863 -4.09928 -1.93306
Cl -1.06982 -5.36836 -0.88886
C -1.00218 -2.72865 -1.56651
O -2.16068 -2.55760 -1.29300
O -0.06936 -1.80504 -1.65988
H 0.65094 -4.10510 -1.83787
*
```

The highest occupied orbital energy (spin up / spin down) comes out at -8.7 / -8.6 eV. For the energy above the lowest of the compared OMol25 structures with the same formula, charge and spin, the calculation gives 0.0 kcal per mole. The value obtained for the molar mass is 770.02 g/mol. The calculation puts the electronic energy at -3769.72008 hartree.

Results of the natural (NBO) charge analysis, in e, for atoms 1 through 6: 0.957 -0.717 -0.094 0.061 -0.237 0.119

=====

# 2
Molecular formula: C18H13Cl52NO3PS
Method: DFT, wB97M-V/def2-TZVPD

ORCA input file:
```
! RIJCOSX wB97M-V def2-TZVPD def2/J DEFGRID3
* xyz 1 1
O 1.73641 0.91641 -3.07405
P 1.65208 -0.52577 -3.42527
O 0.52724 -0.94360 -4.47047
O 1.44618 -1.48915 -2.18222
C 3.22347 -0.85601 -4.34132
C 4.01502 -2.15832 -4.26303
C 4.44693 -2.49223 -2.83340
C 4.70559 -1.22712 -1.99872
C 5.10895 0.00761 -2.80122
S 5.21212 1.40920 -1.63886
N 4.15438 0.27579 -3.96520
H 0.17410 -1.82834 -4.34038
H 1.25327 -2.41997 -2.31905
H 2.92355 -0.69674 -5.38494
H 4.91814 -2.00252 -4.87193
H 3.47435 -2.96774 -4.75794
H 3.66561 -3.06440 -2.32307
H 5.33429 -3.12670 -2.88002
H 5.54001 -1.40204 -1.31060
H 3.84301 -0.98393 -1.37558
H 6.09528 -0.12540 -3.25486
H 4.66635 2.31539 -2.45244
H 4.74091 0.46809 -4.77622
H 3.57403 1.10867 -3.79045
C -2.29449 -2.43759 -2.20169
Cl -1.24883 -1.19090 -1.51276
Cl -3.46818 -1.71508 -3.27654
Cl -1.26806 -3.58269 -3.13752
Cl -3.08120 -3.33162 -0.92046
C 1.32280 -1.46439 1.71656
Cl 0.47639 -1.52850 3.25715
Cl 0.85841 -0.04199 0.78949
Cl 3.06662 -1.41968 2.02343
Cl 0.92025 -2.91807 0.78172
C -3.47129 1.73221 2.51255
Cl -3.89297 1.68401 0.79291
Cl -4.88220 1.36351 3.49018
Cl -2.19841 0.53585 2.82107
Cl -2.87399 3.33996 2.92076
C -3.85287 1.63415 7.46225
Cl -4.87011 0.22148 7.74108
Cl -4.85521 2.99956 6.96517
Cl -2.98150 2.04838 8.93919
Cl -2.69683 1.25080 6.18105
C -5.59095 -3.34531 9.92023
Cl -4.95122 -4.98471 9.84979
Cl -4.27992 -2.21829 10.29029
Cl -6.29442 -2.93578 8.34665
Cl -6.83002 -3.22865 11.16582
C -1.15528 -5.64337 7.94464
Cl -1.88359 -5.48411 6.34024
Cl 0.60297 -5.68803 7.78886
Cl -1.63433 -4.27187 8.93942
Cl -1.71905 -7.13833 8.69569
C -6.41033 -2.88844 2.14562
Cl -6.18055 -4.24644 1.03610
Cl -6.05641 -3.41508 3.79331
Cl -5.32446 -1.56390 1.71283
Cl -8.07924 -2.33299 2.04666
C -4.96962 2.17184 -3.34729
Cl -3.45722 1.72353 -2.54817
Cl -5.32882 0.97384 -4.60083
Cl -6.27538 2.18195 -2.16407
Cl -4.81152 3.76509 -4.07942
C -8.29597 -1.01783 -6.70075
Cl -6.52652 -1.13961 -6.74481
Cl -8.99188 -2.17234 -7.83232
Cl -8.83200 -1.36844 -5.05755
Cl -8.77340 0.62018 -7.14274
C 5.25859 4.41053 1.48862
Cl 6.63997 3.52806 2.15251
Cl 5.26901 4.26247 -0.28119
Cl 3.77087 3.71237 2.12400
Cl 5.36800 6.10689 1.92074
C -10.12220 -2.41270 -0.99383
Cl -11.08157 -3.26546 -2.20392
Cl -9.33773 -3.57980 0.07187
Cl -8.88588 -1.44588 -1.81427
Cl -11.16289 -1.35150 -0.04836
C 10.07746 4.19010 -1.33971
Cl 11.67149 4.49263 -0.65327
Cl 10.12871 2.70022 -2.29756
Cl 8.89524 4.00540 -0.03885
Cl 9.60054 5.53344 -2.37432
C 12.23125 9.24639 -2.98503
Cl 13.61101 9.13995 -4.07707
Cl 12.15234 7.79254 -1.98671
Cl 12.39568 10.66716 -1.95559
Cl 10.74048 9.37492 -3.93176
*
```

The highest occupied orbital energy comes out at -11.6 eV. The value obtained for the molar mass is 2197.90 g/mol. The calculation puts the electronic energy at -25643.35818 hartree.

Results of the Mulliken charge analysis, in e, for atoms 1 through 6: -0.757 0.928 -0.490 -0.373 -0.160 -1.008

=====

# 3
Molecular formula: C18H13F6MoN2O3
Method: DFT, wB97M-V/def2-TZVPD

ORCA input file:
```
! RIJCOSX wB97M-V def2-TZVPD def2/J DEFGRID3
* xyz 1 3
Mo -0.24609 0.77015 0.27439
O -0.37587 2.50537 -0.23408
C -0.14382 3.39903 -1.24872
C -0.46493 4.72701 -1.07385
C -0.19918 5.60098 -2.11742
C 0.37882 5.14863 -3.30124
C 0.68256 3.80961 -3.45561
C 0.41553 2.90753 -2.42317
C 0.71208 1.50432 -2.58877
N 0.50958 0.59659 -1.69435
N 0.86569 -0.70114 -2.11740
C 0.63308 -1.53700 -1.17231
O 0.14015 -1.09459 -0.00121
C 0.85006 -2.97624 -1.31884
C 1.54221 -3.46589 -2.42584
C 1.73766 -4.82776 -2.55758
C 1.23811 -5.69898 -1.59629
C 0.54899 -5.21197 -0.49579
C 0.35934 -3.84666 -0.34893
H -0.90957 5.05925 -0.14648
H -0.44658 6.64791 -2.00636
H 0.59142 5.84640 -4.09854
H 1.12764 3.44640 -4.37343
H 1.12588 1.16004 -3.53271
H 1.92360 -2.77653 -3.16620
H 2.28341 -5.21455 -3.40734
H 1.38990 -6.76458 -1.70720
H 0.16242 -5.89360 0.24929
H -0.16614 -3.45395 0.51082
C -0.24237 0.97014 4.31342
C -1.05032 0.13078 3.34081
O -0.72236 0.45420 2.00889
C -0.71428 -1.36855 3.50612
F -1.40416 -2.14997 2.67182
F 0.58948 -1.55418 3.24495
F -0.95695 -1.75511 4.75984
C -2.56429 0.43115 3.49148
F -3.32895 -0.39000 2.77091
F -2.93737 0.35017 4.76798
F -2.79662 1.68538 3.06167
H 0.80406 0.67557 4.27402
H -0.61359 0.83521 5.32550
H -0.32824 2.01947 4.03776
*
```

The highest occupied orbital energy (spin up / spin down) comes out at -11.9 / -11.9 eV. The value obtained for the molar mass is 515.24 g/mol. The calculation puts the electronic energy at -1696.16165 hartree.

Results of the natural (NBO) charge analysis, in e, for atoms 1 through 6: 1.868 -0.625 0.381 -0.255 -0.135 -0.203

=====

# 4
Molecular formula: C18H14AsIN3O8PtS3
Method: DFT, wB97M-V/def2-TZVPD

ORCA input file:
```
! RIJCOSX wB97M-V def2-TZVPD def2/J DEFGRID3
* xyz -1 1
Pt 0.04371 0.20940 -0.23416
S 0.15366 0.28252 2.26398
C -1.01230 1.53240 2.57435
C -2.11474 1.49630 3.40685
C -2.94991 2.60719 3.45922
C -4.16389 2.53873 4.22968
N -5.14131 2.44256 4.82882
C -2.64249 3.76126 2.71030
C -1.55049 3.76648 1.84887
C -0.75297 2.63454 1.78258
S 0.57357 2.30985 0.70821
C -3.44999 4.94725 2.83759
N -4.06184 5.91389 2.95202
H -2.33910 0.61648 3.99620
H -1.34580 4.62891 1.22721
O 1.49074 2.03719 -2.47394
As 2.94689 1.54376 -1.53390
O 3.50873 0.21335 -2.78720
O 2.32670 0.53142 -0.32156
C 3.95698 -0.91114 -2.20984
C 5.33651 -1.15577 -2.21076
C 5.87204 -2.25779 -1.57356
C 5.04868 -3.14779 -0.89202
C 3.68398 -2.94289 -0.90331
C 3.12863 -1.84719 -1.56597
S 1.35031 -1.87925 -1.60716
O 1.04007 -3.15811 -2.22603
O 0.79001 -0.73686 -2.35491
O 0.86358 -1.88637 -0.19141
H 1.11107 1.20026 -2.79760
H 5.96804 -0.43639 -2.71677
H 6.94365 -2.42247 -1.59334
H 5.47145 -3.98918 -0.35690
H 3.00677 -3.62299 -0.40097
N -1.52589 -3.63307 -0.90412
C -2.03727 -2.45159 -0.52721
O -1.83166 -1.39847 -1.11833
C -2.97413 -2.45514 0.66604
I -4.78400 -3.50712 0.21676
H -0.72659 -3.60442 -1.53483
H -1.58610 -4.41279 -0.27383
H -3.25225 -1.43608 0.90468
H -2.53612 -2.95433 1.52663
C -1.86489 2.07542 -1.51760
C -1.70632 1.19588 -0.30685
O -2.57112 0.98703 0.46749
H -2.78828 2.64448 -1.44797
H -1.90729 1.40654 -2.38254
H -0.99902 2.72409 -1.64287
*
```

The highest occupied orbital energy (spin up / spin down) comes out at -5.5 / -5.5 eV. For the energy above the lowest of the compared OMol25 structures with the same formula, charge and spin, the calculation gives 65.8 kcal per mole. The value obtained for the molar mass is 893.43 g/mol. The calculation puts the electronic energy at -5307.95470 hartree.

Results of the natural (NBO) charge analysis, in e, for atoms 1 through 6: 0.955 0.150 -0.238 -0.140 -0.147 0.282

=====

# 5
Molecular formula: C18H14BrN5O6OsS
Method: DFT, wB97M-V/def2-TZVPD

ORCA input file:
```
! RIJCOSX wB97M-V def2-TZVPD def2/J DEFGRID3
* xyz 2 1
Os 1.41116 0.28640 -0.95242
O 4.46557 0.36148 4.13222
C 3.24552 -0.12294 4.30950
O 2.83675 -0.50783 5.36324
C 2.32904 -0.20742 3.11408
C 1.05684 -0.74622 3.20877
N 0.48819 -0.68279 1.99397
N 1.32241 -0.13138 1.10088
C 2.44150 0.14932 1.76795
C 3.53761 0.64497 0.90392
O 4.61855 0.97145 1.27117
O 3.20182 0.63775 -0.43530
H 4.66438 0.61767 3.20898
H 0.56216 -1.16577 4.06854
H -0.41643 -1.04423 1.72061
Br 3.11320 2.75448 -2.84570
C 2.49090 1.21648 -3.69482
C 2.76055 0.97958 -5.04159
C 2.18440 -0.11424 -5.65805
C 1.33209 -0.94855 -4.92935
C 1.13860 -0.65966 -3.60130
N 1.72381 0.39407 -2.98355
C 0.25738 -1.49938 -2.72976
O -0.51649 -2.30345 -3.10026
O 0.38943 -1.19926 -1.36775
H 3.40096 1.65851 -5.58508
H 2.38332 -0.31204 -6.70224
H 0.83183 -1.80092 -5.36709
N -1.70887 2.55928 1.01340
C -1.31872 1.59407 0.21557
S 0.02081 1.98196 -0.98215
N -1.84783 0.40358 0.13659
C -3.03180 -0.14605 0.80129
C -3.01677 -1.51627 1.00760
C -4.10945 -2.11845 1.62260
C -5.19535 -1.35293 2.01305
C -5.21160 0.00745 1.76564
C -4.12683 0.63034 1.14764
H -1.20710 3.43429 1.04633
H -2.47399 2.42818 1.66511
H -1.40352 -0.26106 -0.48061
H -2.18857 -2.13132 0.67128
H -4.10788 -3.18715 1.78345
H -6.04008 -1.82579 2.49084
H -6.07492 0.59990 2.02872
H -4.21256 1.67391 0.88406
*
```

The highest occupied orbital energy comes out at -15.5 eV. For the energy above the lowest of the compared OMol25 structures with the same formula, charge and spin, the calculation gives 8.3 kcal per mole. The value obtained for the molar mass is 698.54 g/mol. The calculation puts the electronic energy at -4481.94944 hartree.

Results of the natural (NBO) charge analysis, in e, for atoms 1 through 6: 1.240 -0.632 0.776 -0.515 -0.200 0.071

=====

# 6
Molecular formula: C18H14BrNO4S2
Method: DFT, wB97M-V/def2-TZVPD

ORCA input file:
```
! RIJCOSX wB97M-V def2-TZVPD def2/J DEFGRID3
* xyz 0 1
C 0.14356 2.23339 -6.55878
S 1.75952 1.81745 -5.82577
O 2.19108 0.45883 -6.26494
O 2.72987 2.87153 -6.12381
C 1.41729 1.68653 -4.04951
C 1.38984 2.81460 -3.23556
C 1.15041 2.66610 -1.84931
C 0.96058 1.38522 -1.29104
C 0.80812 1.21237 0.16913
C 1.12679 0.06036 0.90964
S 1.89924 -1.47640 0.42548
C 1.49002 -2.13535 2.01043
O 1.53226 -3.33597 2.22200
N 0.97795 -1.23199 2.90758
C 0.39714 -1.53871 4.22154
C -1.05127 -1.73559 4.04295
C -1.53043 -2.91848 3.46398
C -2.90817 -3.10408 3.33175
C -3.82526 -2.18293 3.79693
C -3.38951 -1.01473 4.41787
C -2.00137 -0.76532 4.52870
Br -1.52319 0.87637 5.45063
C 0.78799 0.01282 2.31299
O 0.49695 1.05632 2.91095
C 0.86802 0.24658 -2.16172
C 1.11353 0.41582 -3.51827
H -0.03104 3.31200 -6.39850
H -0.62427 1.62360 -6.04776
H 0.16835 2.01220 -7.63248
H 1.55445 3.76533 -3.72915
H 1.16502 3.55947 -1.22378
H 0.48972 2.09362 0.73689
H 0.65657 -0.75912 4.91406
H 0.81902 -2.50779 4.55927
H -0.77336 -3.65208 3.17014
H -3.29914 -3.94807 2.80322
H -4.89455 -2.39697 3.72924
H -4.04501 -0.24468 4.80737
H 0.68897 -0.75699 -1.77443
H 1.11430 -0.47527 -4.15796
*
```

The highest occupied orbital energy comes out at -9.0 eV. For the energy above the lowest of the compared OMol25 structures with the same formula, charge and spin, the calculation gives 0.0 kcal per mole. The value obtained for the molar mass is 452.35 g/mol. The calculation puts the electronic energy at -4420.41242 hartree. The SMILES is CS(=O)(=O)c1ccc(/C=C2\SC(=O)N(Cc3ccccc3Br)C2=O)cc1.

Results of the natural (NBO) charge analysis, in e, for atoms 1 through 6: -0.853 2.104 -0.934 -0.921 -0.320 -0.198